{
  "formula": "C20H32N9PdS2",
  "method": "ωB97M-V/def2-TZVPD",
  "homo_ev": -10.280,
  "relative_energy_ev": 0.004,
  "energy_ev": -59815.988,
  "total_charge": 1,
  "lumo_ev": -3.6,
  "elements": ["H", "C", "H", "H", "C", "N", "C", "H", "H", "S", "H", "H", "C", "C", "N", "H", "H", "Pd", "N", "N", "H", "C", "H", "C", "H", "N", "C", "C", "N", "H", "C", "H", "C", "H", "H", "H", "H", "N", "C", "H", "C", "C", "H", "C", "H", "H", "H", "H", "C", "S", "C", "H", "C", "H", "H", "N", "H", "H", "H", "H", "N", "C", "H", "C"],
  "coordinates": [[-2.353, 3.886, -0.017], [2.611, 1.198, -3.981], [2.625, -0.911, -4.421], [3.147, -1.778, 2.648], [2.351, -0.136, -3.721], [1.359, 0.440, -1.640], [2.233, 2.157, -3.051], [-5.102, 2.617, 0.213], [-2.696, 1.529, 3.946], [-0.551, 0.605, 2.250], [-5.165, 0.861, 1.849], [-0.174, -3.982, -2.035], [-3.164, 3.312, -0.482], [-4.317, 0.343, 1.404], [-2.214, -0.087, -0.823], [2.212, -5.265, 0.645], [-1.204, 1.589, 4.927], [0.366, 0.220, 0.196], [2.232, -2.470, 0.938], [0.015, 3.001, 1.101], [-3.758, -0.137, 2.208], [-4.064, 2.664, 0.561], [1.032, -5.253, -2.020], [-1.148, -2.236, -0.497], [-1.400, 1.308, -2.579], [1.379, -3.788, -0.617], [1.150, -2.657, 0.138], [-2.298, -1.328, -0.083], [-2.650, 2.156, -1.182], [-1.386, -3.257, -0.195], [1.718, -0.473, -2.532], [-3.716, 3.973, -1.152], [2.400, -1.437, 1.932], [3.833, -3.710, 1.494], [1.490, -1.502, -2.281], [-2.265, -1.202, 1.004], [3.101, 1.493, -4.898], [0.543, 2.179, 0.155], [-0.525, 2.327, 2.084], [-2.543, 2.486, -3.251], [-1.897, 2.260, -2.399], [-1.975, 2.179, 4.438], [-2.485, 2.791, 5.180], [1.137, 2.682, -0.865], [-3.217, -1.873, -0.324], [2.733, -0.486, 1.506], [4.025, -2.922, -0.086], [1.466, -1.269, 2.461], [3.306, -3.386, 0.599], [-1.263, 3.353, 3.276], [1.606, 1.747, -1.887], [1.248, 3.755, -0.966], [-2.773, 1.006, -0.443], [-0.196, -5.210, -0.751], [-1.101, -2.188, -1.590], [0.133, -1.834, 0.110], [-4.713, -0.425, 0.740], [3.088, -4.987, -0.877], [-1.149, 3.056, -2.322], [-4.039, 3.188, 1.517], [-3.508, 1.319, 0.690], [2.533, -4.504, -0.075], [2.416, 3.208, -3.222], [0.443, -4.591, -1.387]],
  "lowdin_charge": [0.11, -0.03, 0.12, 0.10, -0.03, 0.01, 0.01, 0.13, 0.02, 0.67, 0.09, 0.07, -0.12, -0.05, 0.06, 0.13, 0.03, 0.80, -0.10, -0.07, 0.07, -0.13, 0.09, -0.22, 0.07, -0.08, -0.36, -0.28, -0.11, 0.11, -0.09, 0.13, -0.06, 0.13, 0.11, 0.07, 0.12, -0.17, -1.05, 0.09, -0.05, -0.42, 0.04, -0.06, 0.12, 0.07, 0.13, 0.04, -0.11, 0.89, -0.25, 0.14, -0.40, 0.10, 0.10, -0.05, 0.09, 0.13, 0.08, 0.11, -0.09, -0.12, 0.13, -0.04]
}

{
  "formula": "C20H33As2FIrN3OSi",
  "method": "ωB97M-V/def2-TZVPD",
  "homo_ev": [-17.558, -17.529],
  "multiplicity": 2,
  "s_squared": 1.190,
  "relative_energy_ev": 1.224,
  "energy_ev": -162879.799,
  "total_charge": 3,
  "lumo_ev": [-11.5, -11.5],
  "elements": ["H", "Si", "H", "H", "H", "H", "H", "C", "H", "H", "O", "H", "H", "H", "H", "C", "C", "C", "H", "C", "C", "N", "C", "H", "H", "H", "H", "C", "H", "H", "H", "H", "C", "F", "H", "C", "C", "C", "N", "H", "C", "H", "As", "H", "As", "H", "Ir", "H", "N", "C", "H", "H", "C", "C", "C", "H", "C", "H", "H", "H", "C", "C"],
  "coordinates": [[-1.530, 4.516, 1.030], [2.871, -0.701, -1.372], [-0.215, -5.445, -0.904], [3.165, -0.933, 5.219], [1.962, 2.524, 0.478], [0.776, 2.828, 1.770], [-4.718, -1.376, 0.306], [4.699, -0.585, -1.171], [-3.671, 4.950, 2.153], [-0.082, -4.495, 0.530], [-0.800, -2.356, -0.446], [-0.776, 4.019, -1.738], [-4.917, 0.916, 1.474], [-3.645, -0.948, -2.410], [2.627, -3.174, -1.479], [-2.030, 2.461, 0.572], [1.201, -0.571, 2.536], [-0.695, -3.455, -1.091], [-4.365, 0.570, -1.850], [0.985, 2.945, 0.708], [2.883, -0.847, 4.177], [-0.279, -4.544, -0.455], [1.533, -0.679, 3.850], [-1.006, -4.395, -2.896], [1.248, -2.363, -2.235], [0.545, 3.049, -2.432], [0.984, 4.001, 0.443], [-0.445, 3.010, -1.984], [0.766, -0.637, 4.612], [2.794, -2.441, -3.074], [5.028, 0.319, -0.656], [-3.370, -2.534, 0.291], [2.163, 0.669, -2.415], [-0.089, -0.386, 2.204], [-1.143, 2.556, -2.683], [2.154, -0.643, 1.466], [2.327, -2.321, -2.093], [3.871, -0.908, 3.180], [1.789, -0.548, 0.176], [4.908, -1.029, 3.460], [-3.690, -1.548, 0.620], [1.115, 0.486, -2.694], [-2.619, -0.202, -0.232], [4.277, -0.878, 1.098], [-0.388, 2.050, -0.315], [-3.591, -1.484, 1.701], [-0.097, -0.345, -0.361], [-2.772, 0.586, -2.640], [-1.040, -3.531, -2.377], [-3.428, 0.028, -1.977], [2.721, 0.723, -3.355], [5.127, -1.453, -0.665], [3.521, -0.819, 1.864], [-2.269, 3.727, 1.095], [-4.172, 1.693, 1.356], [-5.366, 3.165, 2.352], [-4.424, 2.962, 1.860], [-1.306, -2.698, -2.872], [2.232, 1.649, -1.939], [5.127, -0.560, -2.178], [-3.477, 3.972, 1.734], [-2.983, 1.455, 0.675]],
  "lowdin_charge": [0.12, 0.50, 0.14, 0.15, 0.03, 0.05, 0.06, -0.16, 0.13, 0.14, -0.27, 0.06, 0.11, 0.04, 0.06, -0.42, -0.19, -0.62, 0.06, -0.22, 0.06, 0.24, 0.05, 0.15, 0.00, 0.04, 0.06, -0.21, 0.15, 0.07, 0.06, 0.04, -0.18, 0.04, 0.04, -0.25, -0.15, 0.00, -0.15, 0.14, -0.21, 0.02, 1.09, 0.08, 1.05, 0.06, 1.00, 0.02, 0.23, -0.23, 0.07, 0.05, 0.04, -0.07, -0.06, 0.13, -0.02, 0.13, 0.02, 0.07, -0.02, -0.42]
}

{
  "formula": "C20H33BF2N4O7S2",
  "method": "ωB97M-V/def2-TZVPD",
  "homo_ev": -8.157,
  "energy_ev": -69346.134,
  "lumo_ev": -1.6,
  "elements": ["N", "H", "C", "F", "H", "O", "H", "S", "H", "C", "H", "C", "S", "H", "F", "C", "H", "H", "H", "H", "O", "H", "C", "C", "C", "O", "O", "H", "H", "H", "C", "H", "H", "C", "H", "H", "C", "H", "H", "H", "N", "H", "H", "N", "C", "O", "C", "H", "H", "C", "C", "H", "C", "H", "H", "H", "N", "C", "C", "C", "O", "O", "H", "B", "C", "H", "H", "H", "C"],
  "coordinates": [[2.428, 2.516, -1.779], [1.058, 4.101, 2.341], [2.998, 1.782, 2.300], [-1.488, -2.945, 4.645], [-3.091, -3.708, 1.118], [0.011, 3.591, 0.579], [1.529, -1.572, -1.344], [-4.834, -3.477, 6.546], [4.219, 0.019, -1.970], [-3.402, -2.663, 0.893], [-6.165, -0.522, 0.327], [1.338, -0.973, -2.283], [-3.083, -3.095, 4.646], [1.240, 1.261, 1.110], [-5.469, -2.113, 6.018], [2.248, -4.103, -2.866], [3.632, 5.177, -0.824], [-1.505, 0.107, -1.699], [-1.277, -1.979, 0.885], [-4.249, 1.271, 0.077], [-5.598, -4.472, 5.849], [1.054, 4.805, -0.780], [0.367, 3.908, -0.784], [-4.796, -2.226, 0.709], [-5.085, -0.800, 0.437], [-3.246, -4.220, 3.765], [-5.090, -3.384, 7.955], [4.582, 4.850, -3.310], [2.630, -3.892, -3.901], [3.254, 2.216, 3.300], [0.364, 1.360, -1.471], [-0.586, 4.075, -1.344], [2.118, 3.851, 0.906], [0.054, -1.464, -3.065], [2.428, -5.167, -2.551], [3.670, 2.247, 1.529], [0.691, -3.736, -2.779], [0.468, -3.493, -1.704], [-0.333, -0.679, -3.761], [3.232, 0.680, 2.324], [3.835, 0.738, -2.601], [-5.589, -3.000, 0.824], [3.631, 3.484, -4.063], [1.364, 0.476, -1.972], [-1.097, 0.972, -1.120], [3.964, 4.265, -0.686], [-2.619, -0.236, 0.501], [0.145, -4.693, -3.006], [5.269, 3.189, -3.194], [4.301, 3.767, -3.210], [1.186, 3.474, 1.406], [-0.501, 0.286, 0.987], [1.078, 2.619, -1.356], [-0.751, -1.679, -2.294], [-1.701, 1.709, 0.858], [2.782, -3.394, -2.168], [-3.308, -3.340, 6.184], [-1.367, 0.720, 0.432], [-4.002, 0.204, 0.308], [1.458, 1.997, 1.924], [0.300, -2.721, -3.713], [-3.473, -1.814, 4.124], [2.229, -1.177, -2.949], [3.534, 3.532, -1.814], [2.533, 1.170, -2.147], [-1.736, 1.862, -1.406], [3.684, 0.330, -3.529], [0.883, 1.783, 2.867], [-2.349, -1.655, 0.770]],
  "lowdin_charge": [0.18, 0.14, -0.10, -0.22, 0.10, -0.16, 0.14, 0.47, 0.12, -0.07, 0.10, -0.07, 0.48, 0.07, -0.20, -0.07, 0.13, 0.10, 0.10, 0.10, -0.30, 0.13, -0.09, -0.05, -0.06, -0.31, -0.30, 0.08, 0.08, 0.08, -0.06, 0.14, 0.10, -0.17, 0.08, 0.06, -0.25, 0.12, 0.14, 0.08, 0.14, 0.10, 0.07, 0.05, -0.08, 0.11, -0.22, 0.13, 0.09, -0.01, -0.19, 0.10, -0.06, 0.12, 0.12, 0.05, -0.30, -0.13, -0.04, -0.19, -0.15, -0.30, 0.12, -0.44, -0.23, 0.13, 0.11, 0.12, -0.05]
}